# 1
The following is a quantum chemistry calculation of a molecular structure, C15H19N3SV, from the Open Molecules 2025 dataset.

The value obtained for the LUMO energy (spin up / spin down) is -0.650 / -0.619 hartree. The value obtained for the HOMO energy (spin up / spin down) is -23.348 / -23.435 eV. As for the expectation value of S²: 0.90.

```
! RIJCOSX wB97M-V def2-TZVPD def2/J DEFGRID3
* xyz 4 2
V -0.20 0.03 -0.17
C -1.12 -2.90 1.83
C -1.26 -1.45 1.58
C -0.57 -0.49 2.35
C -0.79 0.89 2.14
C -0.16 1.93 2.98
C -1.66 1.28 1.05
C -2.50 0.37 0.37
C -3.58 0.80 -0.56
C -2.12 -0.99 0.51
H -1.08 -3.49 0.91
H -2.05 -3.21 2.32
H -0.29 -3.15 2.49
H 0.10 -0.81 3.14
H 0.70 1.57 3.54
H -0.93 2.21 3.72
H 0.06 2.85 2.44
H -1.75 2.35 0.84
H -3.45 1.83 -0.89
H -4.51 0.78 0.03
H -3.71 0.11 -1.39
H -2.57 -1.74 -0.13
N -0.04 -0.48 -4.18
C -0.72 0.73 -4.17
C -0.86 1.07 -2.88
N -0.29 0.06 -2.08
C 0.21 -0.87 -2.96
H 0.22 -1.00 -5.03
H -1.02 1.23 -5.09
H -1.32 1.95 -2.44
H 0.75 -1.77 -2.70
S 4.08 0.81 0.52
C 3.74 -0.80 1.00
C 2.43 -1.09 0.83
N 1.70 -0.03 0.29
C 2.49 1.05 0.10
H 4.52 -1.45 1.37
H 1.95 -2.03 1.05
H 2.14 1.99 -0.32
*
```

The net atomic charges from Mulliken, expressed in e, are: V 1.0203; C -1.6274; C 1.2899; C -0.6530; C 1.2949; C -1.5758; C -1.0040; C 0.9517; C -1.5106; C -1.1477; H 0.4748; H 0.4131; H 0.4356; H 0.5982; H 0.4363; H 0.4085; H 0.4545; H 0.6689; H 0.4286; H 0.3658; H 0.4627; H 0.6805; N 0.0888; C -0.5937; C -0.3004; N 0.0600; C -0.4262; H 0.2870; H 0.4248; H 0.5249; H 0.4601; S 0.1499; C -0.3055; C -0.5780; N 0.2749; C -0.2465; H 0.4706; H 0.4598; H 0.3838

***

# 2
The following is a quantum chemistry calculation of a molecular structure, C18H30NO4P2V in a non-equilibrium geometry, from the Open Molecules 2025 dataset.

The value obtained for the LUMO energy (spin up / spin down) is -0.020 / -0.018 hartree. The value obtained for the HOMO energy (spin up / spin down) is -7.135 / -7.133 eV. As for the expectation value of S²: 2.02.

```
! RIJCOSX wB97M-V def2-TZVPD def2/J DEFGRID3
* xyz 0 3
C 1.22 -1.50 -4.35
C 1.30 -1.09 -2.98
N 0.11 -0.93 -2.28
C -1.09 -1.21 -2.86
C -1.19 -1.58 -4.20
C 0.00 -1.72 -4.95
C 2.53 -0.78 -2.33
P 2.50 -0.53 -0.57
V 0.22 -0.22 -0.23
P -2.08 -0.19 -0.42
C -2.31 -1.22 -1.96
O 2.06 2.00 -3.12
O -0.60 2.45 -2.83
H 2.15 -1.62 -4.91
H -2.17 -1.79 -4.64
H -0.05 -2.02 -6.00
C 3.31 -1.94 0.32
C 3.62 0.88 -0.17
H -3.22 -0.92 -2.52
H -2.47 -2.25 -1.60
H 2.27 1.05 -2.85
H 3.46 -1.04 -2.85
C -3.12 -1.00 0.86
C -2.91 1.40 -0.77
H 0.56 1.12 -0.28
H -0.49 3.35 -2.45
H 0.34 2.21 -3.05
H 2.41 2.06 -4.02
H 0.10 -1.75 0.21
H 0.12 1.05 -0.98
H 4.35 -2.07 -0.01
H 3.28 -1.74 1.40
H 2.73 -2.86 0.11
H 4.67 0.64 -0.43
H 3.29 1.75 -0.76
H 3.55 1.11 0.91
H -3.98 1.26 -1.02
H -2.82 2.05 0.11
H -2.38 1.86 -1.62
H -4.18 -1.05 0.56
H -2.73 -2.02 1.05
H -3.02 -0.42 1.79
O -0.60 2.21 1.89
C -0.51 1.02 2.43
O -0.22 -0.03 1.70
C -0.63 0.81 3.89
C -0.43 -0.48 4.43
C -0.51 -0.70 5.81
C -0.80 0.36 6.67
C -1.00 1.65 6.15
C -0.92 1.87 4.77
H -0.20 -1.32 3.79
H -0.34 -1.69 6.21
H -0.85 0.19 7.74
H -1.23 2.46 6.82
H -1.08 2.87 4.39
*
```

The net atomic charges from natural (NBO), expressed in e, are: C -0.3010; C 0.2599; N -0.5703; C 0.2794; C -0.3272; C -0.1278; C -0.8850; P 0.9755; V 0.6541; P 1.0409; C -0.7431; O -0.9977; O -0.9896; H 0.2179; H 0.2195; H 0.2175; C -0.9283; C -0.9379; H 0.2447; H 0.2568; H 0.5029; H 0.2387; C -0.9276; C -0.9617; H 0.0055; H 0.4687; H 0.5033; H 0.4792; H -0.2690; H 0.0843; H 0.2266; H 0.2387; H 0.2525; H 0.2302; H 0.2559; H 0.2396; H 0.2248; H 0.2638; H 0.2838; H 0.2330; H 0.2548; H 0.2541; O -0.6835; C 0.7501; O -0.7217; C -0.1073; C -0.1769; C -0.2281; C -0.1909; C -0.2271; C -0.1646; H 0.2315; H 0.2143; H 0.2128; H 0.2148; H 0.2363